Entry from the OMol25 dataset: C20H36N4NiS4SbSi as an isolated structure (ωB97M-V with the def2-TZVPD basis set).

Cartesian coordinates (Å):
C 2.60 3.08 -0.15
H 5.69 0.19 1.47
C -2.38 -0.10 -2.27
H -4.05 0.96 -2.46
C 0.67 3.61 1.23
H 1.08 -2.70 2.68
H 3.22 1.98 4.37
H 0.83 4.69 1.14
C 3.66 -0.18 -0.32
H 2.54 4.13 -0.44
H 1.43 -6.50 0.74
H 1.72 -1.34 3.95
S 0.49 0.78 -1.79
N -3.60 0.15 -2.89
H 4.61 -1.86 1.56
H 0.10 3.29 0.36
N 0.41 -2.74 0.76
H 2.87 -2.02 1.39
H 0.77 2.83 4.05
H 3.50 0.24 4.34
H 0.08 -0.84 3.50
C 0.09 -3.55 -0.32
H 0.66 -0.62 5.16
H 4.74 1.02 2.71
Si 1.70 0.83 1.63
C 1.49 0.79 3.72
H 3.89 3.16 2.33
C 1.28 -4.67 1.89
C 0.50 -4.91 -0.34
Ni 0.08 -0.59 0.40
C 0.93 -3.33 1.82
C 4.79 0.79 1.65
S -1.99 -0.56 1.58
H -0.46 -4.01 -3.19
H 3.66 0.76 -0.86
C 3.56 0.01 1.19
S -4.61 1.52 -0.01
H 1.70 -5.08 2.80
H 2.47 3.72 3.21
C 3.65 -1.39 1.80
C 2.76 1.01 4.55
H 2.81 -0.76 -0.69
N -1.02 -1.68 -1.19
H 0.35 -5.49 -1.24
C -1.25 -3.79 -2.47
H 0.08 3.42 2.12
H -2.03 -3.22 -2.97
Sb -2.40 1.54 0.64
C 2.93 3.64 2.23
C -0.71 -2.98 -1.32
H 2.04 2.49 -0.87
H -1.66 -4.73 -2.11
H -0.49 1.65 3.66
N -2.07 -1.27 -1.91
H 3.09 4.65 1.86
H 0.25 1.66 5.26
C 0.45 1.80 4.19
H -4.21 -0.66 -2.78
H 2.51 0.95 5.62
H 4.57 -0.72 -0.59
C 1.10 -5.46 0.75
H 3.65 2.78 -0.21
C 0.95 -0.58 4.10
H 3.55 -1.37 2.88
H 4.91 1.71 1.09
C 2.02 2.88 1.25
S -1.39 1.40 -2.08

LUMO (alpha / beta) in eV: 4.44 / 4.44
Multiplicity: 2
HOMO-LUMO gap (alpha / beta) in eV: 4.623 / 4.990
<S²>: 0.813
Total charge: -2
E_HOMO (alpha / beta) in Ha: -0.0069 / -0.0203
Strongest force on any atom in Eh/bohr: 0.07250

Löwdin atomic charge list, values in e, 2 entries: -0.16 0.06